<one>
H6O3 | the ωB97M-V functional and the def2-TZVPD basis

The geometry in XYZ format:
```
9
Properties=species:S:1:pos:R:3
O -0.32478 0.86133 0.56556
H -0.18978 0.38433 1.37356
H -0.86378 1.53833 0.93656
O 0.28222 -1.98367 0.64356
H -0.41078 -1.41767 0.39356
H 0.19822 -2.18867 1.58456
O 0.66122 0.67133 -2.00644
H 0.09522 1.28633 -2.42144
H 0.55222 0.84833 -1.06944
```

HOMO energy: -10.8 eV
Frontier orbital gap: 11.0 eV
Net charge: 0

=====

<two>
H6O3 | the ωB97M-V functional and the def2-TZVPD basis

The geometry in XYZ format:
```
9
Properties=species:S:1:pos:R:3
O -0.13200 -1.25444 -0.64589
H -0.76900 -1.97344 -0.73489
H 0.08100 -1.05744 0.25211
O -0.05800 0.29756 2.03811
H -0.16700 1.00156 1.39811
H -0.70600 0.49856 2.70411
O 0.41200 0.92156 -1.95589
H 0.30600 0.03456 -1.48489
H 1.03300 1.53156 -1.57089
```

HOMO energy: -10.4 eV
Frontier orbital gap: 11.0 eV
Net charge: 0

=====

Least stable of them? <one>.

=====

<one>
C5H12O | the ωB97M-V functional and the def2-TZVPD basis

The geometry in XYZ format:
```
18
Properties=species:S:1:pos:R:3
C -0.89996 1.33606 -0.01336
C -1.15682 0.11732 -0.48016
C -1.80112 -0.93251 0.36774
H -0.75793 2.17659 -0.67887
H -0.94003 1.53973 1.05360
H -1.03138 -0.09767 -1.54140
H -1.54157 -0.81926 1.42363
H -1.59731 -1.95873 0.06099
H -2.87466 -0.75411 0.26583
C 1.54360 1.74920 -0.08005
O 2.13336 0.84490 0.45137
H 1.39922 1.81664 -1.17569
H 1.19446 2.62312 0.49399
C 1.27188 -1.54284 -0.02962
H 0.59007 -0.70683 -0.14532
H 1.67221 -1.52490 0.98357
H 2.08907 -1.41454 -0.73754
H 0.70691 -2.45216 -0.21871
```

HOMO energy: -9.5 eV
Frontier orbital gap: 10.3 eV
Net charge: 0

=====

<two>
C5H12O | the ωB97M-V functional and the def2-TZVPD basis

The geometry in XYZ format:
```
18
Properties=species:S:1:pos:R:3
C -2.11719 1.61922 0.19657
C -1.30342 0.56431 -0.52523
O 0.03278 0.64319 -0.07998
C 0.76717 -0.56080 -0.26002
C 2.22326 -0.18629 -0.48249
C 0.59180 -1.49799 0.94780
H -1.64749 2.60258 0.08996
H -2.18439 1.37831 1.26239
H -3.13159 1.68030 -0.20891
H -1.71602 -0.43625 -0.31604
H -1.34067 0.72318 -1.61769
H 0.39598 -1.05819 -1.17199
H 2.79383 -1.07480 -0.77351
H 2.67555 0.22313 0.42789
H 2.29884 0.56153 -1.27637
H -0.10299 -2.31892 0.74781
H 0.21374 -0.91985 1.80285
H 1.55080 -1.94264 1.23696
```

HOMO energy: -9.6 eV
Frontier orbital gap: 10.8 eV
Net charge: 0

=====

<three>
C5H12O | the ωB97M-V functional and the def2-TZVPD basis

The geometry in XYZ format:
```
18
Properties=species:S:1:pos:R:3
C 2.08583 0.47194 -0.24563
O 1.15185 -0.53811 0.11616
C -0.25217 -0.23550 0.11144
C -0.58192 0.40372 -1.23377
C -1.01619 -1.56285 0.21334
C -0.63565 0.64339 1.30840
H 2.52473 0.96894 0.63373
H 1.69227 1.27366 -0.88372
H 2.86930 -0.02149 -0.83487
H -0.33828 -0.31549 -2.02564
H -1.62817 0.70393 -1.30914
H 0.03079 1.29196 -1.38640
H -0.70531 -2.26279 -0.56899
H -0.89983 -2.05128 1.18809
H -2.08423 -1.35349 0.07156
H -0.48735 0.09893 2.24869
H -0.03249 1.55608 1.34851
H -1.69318 0.92844 1.24824
```

HOMO energy: -9.6 eV
Frontier orbital gap: 10.6 eV
Net charge: 0

=====

<four>
C5H12O | the ωB97M-V functional and the def2-TZVPD basis

The geometry in XYZ format:
```
18
Properties=species:S:1:pos:R:3
C -1.33470 -1.13459 -0.94125
C -0.74484 0.19867 -0.46809
C 0.79041 0.06764 0.35819
C 1.47137 1.43855 0.16102
C -0.28025 -0.36232 1.51076
O 1.52119 -0.88088 -0.39055
H -0.51191 -1.82028 -1.15713
H -1.89529 -0.96436 -1.86712
H -2.01654 -1.63809 -0.23713
H -1.56197 0.84392 -0.06782
H -0.27474 0.71355 -1.26955
H 0.90521 2.19621 0.69743
H 1.42107 1.69073 -0.92381
H 2.53656 1.55057 0.42865
H -1.41427 -0.42364 1.40780
H -0.16096 0.39265 2.26807
H -0.02102 -1.36511 1.78796
H 1.57069 -0.50320 -1.29745
```

HOMO energy: -8.3 eV
Frontier orbital gap: 9.2 eV
Net charge: 0

=====

Least stable of them? <four>.

=====

<one>
C5H12O | the ωB97M-V functional and the def2-TZVPD basis

The geometry in XYZ format:
```
18
Properties=species:S:1:pos:R:3
C -0.18167 1.49206 1.76899
C 0.48532 1.30119 0.39067
C 0.69729 -0.09037 -0.05499
O 1.55202 -0.11412 -1.14041
C -0.66599 -0.74587 -0.38475
C -0.59395 -1.98422 -1.27193
H -1.13435 0.85812 1.83771
H 0.49792 1.12265 2.67498
H -0.42192 2.64893 1.80632
H -0.11867 1.96235 -0.25795
H 1.45832 1.77310 0.35362
H 1.27527 -0.69034 0.67833
H 1.23402 0.52587 -1.76030
H -1.20089 -1.04839 0.57816
H -1.25899 0.03925 -0.87004
H -1.69118 -2.42999 -1.05629
H 0.33498 -2.76709 -0.84296
H -0.26753 -1.85314 -2.44918
```

HOMO energy: -10.0 eV
Frontier orbital gap: 11.0 eV
Net charge: 0

=====

<two>
C5H12O | the ωB97M-V functional and the def2-TZVPD basis

The geometry in XYZ format:
```
18
Properties=species:S:1:pos:R:3
C -1.14060 -1.96177 0.38306
C -1.33402 -0.46046 0.19736
C -0.06274 0.25972 -0.28737
C -0.32066 1.75674 -0.49936
O 0.91943 0.04375 0.71153
C 2.20688 0.29616 0.21300
H -0.82948 -2.42354 -0.56053
H -0.36654 -2.16368 1.12917
H -2.06570 -2.45081 0.70843
H -1.67951 -0.01685 1.14961
H -2.13544 -0.26767 -0.52566
H 0.35424 -0.15494 -1.22812
H -1.17134 1.91481 -1.17140
H 0.54904 2.24013 -0.95544
H -0.53646 2.27708 0.44426
H 2.90799 -0.04015 0.99107
H 2.32168 -0.22087 -0.74874
H 2.38323 1.37236 0.04912
```

HOMO energy: -9.7 eV
Frontier orbital gap: 10.9 eV
Net charge: 0

=====

<three>
C5H12O | the ωB97M-V functional and the def2-TZVPD basis

The geometry in XYZ format:
```
18
Properties=species:S:1:pos:R:3
C 2.52198 -0.37882 -0.63564
C 1.49066 -0.97217 0.32908
C 0.35226 -0.04367 0.56808
O -0.78419 -0.54793 0.97764
C -1.86376 0.12260 1.23647
C -1.73606 0.75729 -1.43857
H 3.39244 -1.03778 -0.71782
H 2.88040 0.59551 -0.28325
H 2.10487 -0.23736 -1.63855
H 1.98854 -1.20774 1.28074
H 1.10557 -1.91757 -0.07179
H 0.51143 1.01806 0.75497
H -0.83802 0.50044 -0.84136
H -1.81277 1.20314 1.30046
H -2.76784 -0.45055 1.35666
H -2.32310 1.58237 -1.02851
H -2.38716 -0.11236 -1.55893
H -1.32598 1.04979 -2.40172
```

HOMO energy (alpha / beta): -7.1 / -7.2 eV
Frontier orbital gap (alpha / beta): 8.1 / 8.1 eV
Net charge: 0

=====

Least stable of them? <three>.

=====

<one>
C5H12O | the ωB97M-V functional and the def2-TZVPD basis

The geometry in XYZ format:
```
18
Properties=species:S:1:pos:R:3
C -0.00290 -1.09865 1.17645
C 0.47265 -0.06486 0.15618
C 1.99529 -0.05221 0.03685
C -0.07106 1.32145 0.50131
C -1.65255 -0.24637 -2.18369
O -2.62505 -0.15616 -1.30257
H 0.33362 -2.10772 0.91293
H -1.09836 -1.10975 1.24166
H 0.38395 -0.86455 2.17668
H 2.37691 -1.03711 -0.25560
H 2.32226 0.67225 -0.71808
H 2.46236 0.22234 0.99130
H 0.27720 1.63378 1.49463
H 0.26209 2.07545 -0.22179
H -1.16765 1.32657 0.51425
H -1.37659 0.82664 -2.33297
H 0.07637 -0.36714 -0.82549
H -2.92693 -1.05630 -1.10055
```

HOMO energy: -8.9 eV
Frontier orbital gap: 9.6 eV
Net charge: 0

=====

<two>
C5H12O | the ωB97M-V functional and the def2-TZVPD basis

The geometry in XYZ format:
```
18
Properties=species:S:1:pos:R:3
C -2.65772 0.30921 -0.51828
C -1.13658 0.42762 -0.56950
C -0.52010 0.56837 0.81977
C 1.88263 -1.70488 0.46896
O 2.66611 -0.67766 0.53318
C 2.76104 0.33875 -0.26756
H -2.96159 -0.57503 0.05456
H -3.09490 0.22886 -1.51935
H -3.09804 1.18655 -0.02937
H -0.85612 1.29203 -1.18575
H -0.71834 -0.45587 -1.07253
H -0.93010 1.44495 1.33512
H -0.73767 -0.31083 1.43634
H 1.97141 -2.40553 1.28365
H 1.20120 -1.80532 -0.36901
H 3.50171 1.07304 0.00577
H 0.56806 0.70200 0.76371
H 2.15900 0.36374 -1.16972
```

HOMO energy (alpha / beta): -7.5 / -7.5 eV
Frontier orbital gap (alpha / beta): 8.3 / 8.3 eV
Net charge: 0

=====

<three>
C5H12O | the ωB97M-V functional and the def2-TZVPD basis

The geometry in XYZ format:
```
18
Properties=species:S:1:pos:R:3
C 0.36776 0.81056 -1.41804
C 0.74738 -0.43925 -1.15703
C -0.18190 -1.60218 -0.94058
C 0.10868 -2.34555 0.36656
H 1.08579 1.61211 -1.56954
H -0.68522 1.07956 -1.49695
H 1.81431 -0.66745 -1.09861
H -1.22080 -1.24952 -0.95471
H -0.07735 -2.30181 -1.78182
H 1.14358 -2.70641 0.39020
H -0.54977 -3.21276 0.48558
H -0.03609 -1.69114 1.23376
C -0.88766 2.25022 1.61494
O 0.47099 2.28644 1.24442
H -1.04390 1.77573 2.59509
H -1.50448 1.72084 0.87578
H -1.24371 3.28220 1.67577
H 0.68903 1.43312 0.84684
```

HOMO energy: -9.9 eV
Frontier orbital gap: 10.9 eV
Net charge: 0

=====

Least stable of them? <two>.

=====

<one>
C5H12O | the ωB97M-V functional and the def2-TZVPD basis

The geometry in XYZ format:
```
18
Properties=species:S:1:pos:R:3
C -1.60282 1.44939 -0.47954
C -2.21701 0.39170 -0.03199
C -1.29825 -1.03532 0.47525
H -0.51703 1.37394 -0.63559
H -2.09814 2.34569 -0.82634
H -3.27686 0.24689 0.12765
H -0.31408 -1.35854 0.82366
H -1.77581 -1.18339 1.44474
H -1.75332 -1.80389 -0.14734
C 1.87018 0.74197 0.53552
C 1.43724 -0.20449 -0.56437
O 1.86328 -1.50489 -0.22267
H 1.78140 1.78292 0.20290
H 1.23651 0.58638 1.40918
H 2.90471 0.56554 0.83045
H 1.90640 0.08033 -1.51480
H 0.13538 -0.38756 -0.44999
H 1.71821 -2.08669 -0.97670
```

HOMO energy: -9.4 eV
Frontier orbital gap: 10.4 eV
Net charge: 0

=====

<two>
C5H12O | the ωB97M-V functional and the def2-TZVPD basis

The geometry in XYZ format:
```
18
Properties=species:S:1:pos:R:3
C -0.69132 2.05538 0.42926
C 0.46340 1.03733 0.30517
C 0.28056 -0.13946 -0.65122
C 1.64241 -1.33225 -0.36138
C -1.03897 -0.84953 -0.46378
O -1.15769 -1.19183 0.92006
H -1.58903 1.60430 0.86913
H -0.96605 2.50523 -0.53085
H -0.39364 2.87521 1.09941
H 1.37759 1.57913 0.04911
H 0.59875 0.60156 1.30451
H 0.95605 -0.38594 -1.45858
H 1.30027 -1.77761 0.54932
H 1.81322 -2.12331 -1.13491
H 2.61357 -0.81714 -0.25086
H -1.06656 -1.74349 -1.09495
H -1.90866 -0.22502 -0.75157
H -1.94769 -1.73430 1.03379
```

HOMO energy: -8.7 eV
Frontier orbital gap: 9.6 eV
Net charge: 0

=====

<three>
C5H12O | the ωB97M-V functional and the def2-TZVPD basis

The geometry in XYZ format:
```
18
Properties=species:S:1:pos:R:3
C 2.44351 1.07862 -0.56563
C 0.96612 1.13721 -0.18593
C 0.20097 -0.14226 -0.53556
C -1.24301 -0.07473 -0.02653
C -2.00944 -1.34511 0.26721
O -2.12134 -1.27967 1.79263
H 2.57039 0.89261 -1.63858
H 2.96108 2.01454 -0.32777
H 2.95291 0.27010 -0.02814
H 0.48859 1.99005 -0.68651
H 0.86304 1.32331 0.89094
H 0.29270 -0.31378 -1.62220
H 0.70712 -0.99430 -0.06079
H -1.32456 0.03511 1.10971
H -1.81894 0.71433 -0.53291
H -1.51149 -2.27342 -0.02269
H -3.04964 -1.33066 -0.06800
H -1.36799 -1.70199 2.24074
```

HOMO energy: -10.1 eV
Frontier orbital gap: 11.1 eV
Net charge: 0

=====

Least stable of them? <one>.

=====

<one>
C5H12O | the ωB97M-V functional and the def2-TZVPD basis

The geometry in XYZ format:
```
18
Properties=species:S:1:pos:R:3
C 0.58423 0.83193 -1.32637
C 1.12017 0.57174 -0.13517
C 1.37571 -0.80546 0.41756
C 1.10241 -0.96582 1.91702
H 0.45148 1.84475 -1.68956
H 0.20356 0.04534 -1.97422
H 1.45637 1.41362 0.47281
H 0.79728 -1.54399 -0.15372
H 2.43282 -1.03342 0.22908
H 1.67088 -0.23570 2.50613
H 1.39728 -1.96508 2.25959
H 0.04104 -0.83107 2.15498
C -2.53545 0.18220 -0.88025
O -1.90158 1.34190 -0.39631
H -3.41319 -0.04569 -0.26800
H -1.88452 -0.70186 -0.87706
H -2.85815 0.33928 -1.91620
H -1.05096 1.09714 -0.00962
```

HOMO energy: -9.6 eV
Frontier orbital gap: 10.6 eV
Net charge: 0

=====

<two>
C5H12O | the ωB97M-V functional and the def2-TZVPD basis

The geometry in XYZ format:
```
18
Properties=species:S:1:pos:R:3
C 2.95648 -0.37590 0.24712
C 1.60137 -0.77845 -0.33014
C 0.52241 0.18287 0.12920
O -0.73227 -0.20655 -0.37096
C -1.73946 0.68187 0.05991
C -3.11701 0.10577 -0.25790
H 3.75047 -1.05623 -0.07421
H 2.93008 -0.38371 1.34349
H 3.23533 0.63666 -0.06917
H 1.32998 -1.79244 -0.01291
H 1.63393 -0.78534 -1.42570
H 0.48624 0.20463 1.23336
H 0.76613 1.20912 -0.20106
H -1.59251 1.66884 -0.40870
H -1.64321 0.83446 1.14736
H -3.76058 0.83131 -0.76433
H -3.61425 -0.20970 0.66259
H -3.01315 -0.76720 -0.90796
```

HOMO energy: -9.7 eV
Frontier orbital gap: 10.9 eV
Net charge: 0

=====

<three>
C5H12O | the ωB97M-V functional and the def2-TZVPD basis

The geometry in XYZ format:
```
18
Properties=species:S:1:pos:R:3
C -0.13995 0.83340 -0.41943
C -1.50393 0.14129 -0.47023
C -1.15316 -1.37808 -0.49978
C 0.42235 -1.44621 -0.53540
C 0.84700 -0.12688 -1.14872
H 0.09163 0.91293 0.66015
H -0.11601 1.85508 -0.84495
H -2.09970 0.48240 -1.33864
H -2.07385 0.38719 0.44639
H -1.63380 -1.88028 -1.36130
H -1.51811 -1.86936 0.42267
H 0.76024 -2.32095 -1.12372
H 0.84520 -1.54199 0.48316
H 1.91190 0.03141 -0.89105
H 0.77299 -0.18748 -2.25157
O 1.41577 1.67202 3.08288
H 0.90876 2.29899 2.51888
H 2.26266 2.13653 3.27068
```

HOMO energy: -11.0 eV
Frontier orbital gap: 11.8 eV
Net charge: 0

=====

Least stable of them? <one>.